(1)
# C16H21Br3F5N2O10S

C16H21Br3F5N2O10S as an isolated structure (wB97M-V/def2-TZVPD, the OMol25 dataset).

Summary:
HOMO-LUMO gap = 5.864 eV
maximum force = 0.1515 hartree/bohr
highest occupied orbital energy = -0.4479 Eh
M = 768.1 g/mol
charge = +1

Each line ends with the natural charge from an NBO analysis.
Geometry (Å):
H  -3.792  -0.332  -0.174  0.18
H  3.725  4.232  2.904  0.49
Br  7.591  -1.304  -0.080  0.07
H  -4.712  0.135  -1.610  0.20
C  7.570  -2.663  -1.465  -0.49
H  2.123  3.013  1.704  0.21
C  -1.283  -0.586  -1.250  0.92
C  -0.132  -0.196  -2.314  0.43
H  0.706  1.913  0.201  0.27
H  2.117  1.548  -1.034  0.28
O  2.693  -0.335  -2.536  -0.80
O  4.493  4.217  2.278  -0.74
Br  9.056  -2.463  -2.694  0.11
H  -9.978  -0.076  0.769  0.21
H  -4.458  1.305  -0.269  0.19
H  -9.243  1.504  0.456  0.20
H  -7.056  3.358  1.853  0.47
F  -1.280  0.210  -0.084  -0.30
H  1.556  -3.686  2.514  0.28
O  1.422  -2.363  -2.792  -0.81
C  1.748  0.017  0.675  0.10
O  -7.958  -0.138  0.444  -0.50
C  1.849  -0.034  2.254  -0.10
O  -7.774  2.764  2.106  -0.93
N  1.552  -2.552  0.579  -0.34
H  0.988  -4.639  0.616  0.22
C  1.792  -1.423  2.926  -0.18
O  -5.809  -0.229  0.117  -0.50
F  0.035  1.189  -2.501  -0.28
H  -9.493  0.334  -0.884  0.20
H  4.363  3.123  -0.526  0.26
H  2.723  4.042  -0.775  0.25
O  4.188  -2.977  -0.955  -0.21
H  1.963  0.886  2.910  0.28
C  3.455  3.598  -0.025  -0.51
H  0.537  -3.798  -0.946  0.27
C  -9.234  0.450  0.170  -0.27
C  1.623  -2.663  2.023  0.11
O  4.124  5.928  0.710  -0.49
Br  7.487  -4.452  -0.719  0.08
O  -7.017  1.332  -1.013  -0.63
O  2.586  -4.341  -0.763  -0.39
C  2.751  2.480  0.892  -0.40
C  1.601  -1.311  -0.155  -0.08
C  1.366  -3.858  -0.143  0.06
C  1.770  1.482  0.047  -0.51
C  -4.635  0.258  -0.528  -0.25
H  -7.635  1.982  1.558  0.46
C  4.034  4.723  0.998  0.79
F  -1.330  -1.985  -0.972  -0.31
H  6.658  -2.515  -2.042  0.22
F  -2.527  -0.302  -1.904  -0.30
S  1.504  -1.107  -1.984  1.94
H  3.603  1.868  1.378  0.23
H  1.834  -1.518  4.060  0.29
C  -6.937  0.416  -0.231  0.97
N  3.693  -3.752  -0.206  0.37
F  -0.595  -0.706  -3.571  -0.27

(2)
# C16H21BrCoN2OSi

C16H21BrCoN2OSi as an isolated structure (wB97M-V/def2-TZVPD, the OMol25 dataset).

Summary:
HOMO-LUMO gap (alpha / beta) = 5.995 / 6.988 eV
maximum force = 0.0103 hartree/bohr
highest occupied orbital energy (alpha / beta) = -0.3828 / -0.4320 Eh
expectation value of S² = 6.016
relative energy (zero: lowest compared OMol25 entry of this formula, charge and spin) = 0.0000 eV
2S+1 = 5
M = 424.3 g/mol
charge = +1

Each line ends with the natural charge from an NBO analysis.
Geometry (Å):
H  -1.874  -0.981  5.053  0.25
N  -0.612  -0.972  1.959  -0.55
H  -1.280  1.914  -2.731  0.25
H  0.055  -1.124  -2.465  0.23
H  -4.473  -0.783  -0.083  0.17
O  -2.522  -0.972  -0.715  -0.89
N  1.078  -1.108  -0.078  -0.55
H  1.443  2.168  -1.150  0.25
C  0.883  2.572  -0.305  -1.14
H  1.416  2.319  0.614  0.24
H  4.993  -1.051  -2.531  0.24
Br  4.109  -1.022  -5.334  0.12
C  1.140  -1.097  -2.470  -0.21
H  -2.532  -0.770  2.654  0.23
H  0.536  -1.296  5.612  0.25
H  -1.892  3.645  1.196  0.26
Co  -0.931  -0.621  -0.035  1.40
C  1.145  -1.265  3.550  -0.19
H  -4.093  -2.271  -0.978  0.18
H  -2.810  2.142  1.288  0.25
H  -1.272  2.303  2.157  0.24
C  -1.787  2.346  -1.867  -1.13
H  2.199  -1.401  3.752  0.24
C  1.589  -1.191  1.088  0.15
C  -1.500  -0.912  2.948  0.09
C  1.807  -1.076  -3.684  -0.22
H  -1.835  3.428  -2.018  0.25
Si  -0.885  1.962  -0.284  1.20
C  3.244  -1.086  -1.298  -0.23
C  3.912  -1.064  -2.508  -0.20
C  0.215  -1.205  4.583  -0.12
C  -1.801  2.555  1.236  -1.13
C  -1.123  -1.028  4.278  -0.22
C  3.192  -1.057  -3.696  -0.07
H  1.252  -1.077  -4.611  0.25
H  3.832  -1.085  -0.390  0.22
H  -4.213  -0.726  -1.837  0.18
H  0.890  3.662  -0.394  0.26
H  -2.805  1.957  -1.841  0.25
C  1.853  -1.100  -1.278  0.16
H  2.656  -1.280  1.269  0.20
C  -3.888  -1.200  -0.908  -0.23
C  0.689  -1.150  2.253  0.12

(3)
# C16H21BrN6O

One molecule with the formula C16H21BrN6O (wB97M-V/def2-TZVPD, the OMol25 dataset).

Summary:
HOMO-LUMO gap = 7.604 eV
maximum force = 0.0776 hartree/bohr
highest occupied orbital energy = -0.2559 Eh
structure (SMILES) = CC(C)N1CNc2c(Nc3cccc(Br)c3)nc(NCCO)nc21
M = 393.3 g/mol

Each line ends with the natural charge from an NBO analysis.
Geometry (Å):
C  -3.444  -1.669  1.675  -0.62
C  3.576  0.249  2.875  -0.04
H  4.918  1.503  3.887  0.23
H  0.681  -1.950  -5.576  0.17
C  2.996  0.836  0.568  0.24
N  2.265  0.675  -0.570  -0.60
H  2.710  0.904  -1.455  0.41
H  -2.231  -0.719  -2.980  0.40
H  -4.186  1.441  0.236  0.22
H  -0.017  -2.467  -3.242  0.20
N  -1.989  0.253  1.383  -0.42
N  0.574  0.041  -1.790  -0.58
C  -0.570  -1.762  -3.874  -0.24
H  4.103  2.441  -0.253  0.21
O  1.501  -0.664  -4.227  -0.77
H  -4.471  -2.022  1.748  0.21
N  0.092  0.956  1.813  -0.62
C  3.930  1.843  0.636  -0.26
C  -0.720  -0.287  -1.891  0.58
H  -3.775  0.304  2.497  0.20
C  0.936  0.377  -0.608  0.39
C  -1.239  0.130  0.215  0.43
H  -0.128  -0.382  -5.474  0.16
H  0.953  1.107  2.311  0.41
H  1.222  -0.150  -3.427  0.49
C  -3.396  -0.153  1.555  -0.02
H  -1.072  -0.131  3.258  0.16
N  -1.649  -0.271  -0.965  -0.57
C  -1.147  0.654  2.492  0.00
C  0.051  0.517  0.482  -0.04
H  -2.876  -2.006  2.566  0.21
H  5.376  2.928  1.823  0.23
H  -5.393  0.139  0.554  0.21
H  -1.335  -2.354  -4.461  0.20
Br  3.314  -0.882  4.423  0.04
C  4.440  1.312  2.941  -0.28
H  -4.022  -0.064  -0.527  0.23
H  -2.946  -2.137  0.808  0.22
H  2.117  -0.771  1.672  0.24
C  -4.334  0.388  0.406  -0.62
C  4.665  2.111  1.810  -0.18
C  0.371  -1.162  -4.900  -0.06
C  2.881  0.011  1.708  -0.33
H  -1.524  1.576  2.951  0.17
N  -1.206  -0.694  -3.073  -0.61

(4)
# C16H21Cl3N2O4

One molecule with the formula C16H21Cl3N2O4 (wB97M-V/def2-TZVPD, the OMol25 dataset).

Summary:
HOMO-LUMO gap = 9.192 eV
maximum force = 0.0221 hartree/bohr
highest occupied orbital energy = -0.3538 Eh
relative energy (zero: lowest compared OMol25 entry of this formula, charge and spin) = 0.0000 eV
structure (SMILES) = CCCCCCCC(=O)N[C@@H](Oc1ccccc1[N+](=O)[O-])C(Cl)(Cl)Cl
M = 411.7 g/mol

Each line ends with the natural charge from an NBO analysis.
Geometry (Å):
O  0.481  -0.045  1.235  -0.61
C  -0.710  0.013  -0.861  -0.51
Cl  1.852  3.976  0.425  0.04
N  3.200  -1.735  -1.858  0.54
H  -3.220  1.965  -2.246  0.20
C  3.603  -0.743  0.377  0.39
H  -1.304  -0.788  -0.422  0.23
H  -2.964  0.080  1.167  0.20
C  3.818  -3.324  1.424  -0.22
N  1.373  1.149  -0.462  -0.66
C  3.483  -1.865  -0.450  -0.04
C  3.912  -2.216  2.254  -0.16
H  -4.138  -1.218  0.955  0.19
H  2.376  1.280  1.312  0.24
C  -4.025  -0.133  1.029  -0.39
H  3.534  -3.988  -0.603  0.24
C  2.592  1.394  0.238  0.16
H  -0.955  2.058  -1.486  0.21
H  -4.537  -0.088  -2.328  0.21
C  3.819  -0.937  1.737  -0.26
C  -2.741  1.007  -2.033  -0.39
H  -4.680  1.445  2.352  0.20
C  -3.809  0.036  -1.524  -0.40
H  -0.301  -0.325  -1.815  0.22
Cl  4.566  3.112  0.906  0.04
H  -1.957  1.604  -0.113  0.21
H  -5.853  0.144  2.151  0.20
H  -3.366  -0.944  -1.343  0.19
O  3.673  -2.567  -2.597  -0.36
C  -1.577  1.259  -1.075  -0.39
H  -5.601  0.274  -0.348  0.20
H  -4.458  1.597  -0.178  0.19
H  3.902  -4.318  1.831  0.22
O  2.473  -0.830  -2.211  -0.39
C  -4.538  0.511  -0.258  -0.40
Cl  3.468  2.995  -1.761  0.03
C  3.101  2.812  -0.040  -0.10
C  3.614  -3.148  0.070  -0.17
C  0.419  0.327  0.085  0.72
H  1.425  1.209  -1.470  0.42
O  3.610  0.509  -0.183  -0.52
H  -2.343  0.622  -2.976  0.20
H  4.071  -2.348  3.313  0.22
C  -4.793  0.368  2.247  -0.60
H  -4.422  -0.104  3.153  0.21
H  3.928  -0.079  2.381  0.23

(5)
# C16H21F3N2O4

One molecule with the formula C16H21F3N2O4 (wB97M-V/def2-TZVPD, the OMol25 dataset).

Summary:
HOMO-LUMO gap = 8.903 eV
maximum force = 0.0116 hartree/bohr
highest occupied orbital energy = -0.3048 Eh
relative energy (zero: lowest compared OMol25 entry of this formula, charge and spin) = 0.0000 eV
structure (SMILES) = CCCCNC(=O)Nc1ccc([C@](O)(C(=O)OCC)C(F)(F)F)cc1
M = 362.3 g/mol

Each line ends with the natural charge from an NBO analysis.
Geometry (Å):
C  -0.096  0.799  -0.661  -0.26
N  -3.898  -1.158  -1.469  -0.63
C  0.740  -1.300  -1.471  -0.26
H  0.566  -2.294  -1.859  0.20
C  -2.838  -0.358  -1.142  0.79
H  6.776  3.227  1.664  0.21
C  1.201  1.242  -0.487  -0.11
H  5.145  3.617  2.227  0.23
C  3.971  2.138  -1.485  0.96
C  2.275  0.417  -0.798  -0.11
F  3.640  1.944  -2.763  -0.31
H  -4.830  -3.151  0.238  0.19
F  3.335  3.239  -1.077  -0.32
H  -6.702  -0.743  0.404  0.20
C  6.034  3.026  2.433  -0.64
H  -6.469  -3.100  -0.422  0.19
H  4.892  1.348  3.182  0.20
H  6.434  3.317  3.399  0.22
H  1.364  2.232  -0.095  0.23
O  5.241  1.105  1.163  -0.52
C  2.034  -0.858  -1.294  -0.17
H  -0.926  1.441  -0.419  0.26
C  -6.371  -3.100  1.726  -0.60
C  -0.342  -0.479  -1.156  0.18
C  5.684  1.547  2.454  -0.07
F  5.286  2.440  -1.472  -0.33
H  -1.648  -1.926  -1.719  0.39
O  3.165  1.861  1.562  -0.57
H  -5.030  -0.788  0.965  0.21
C  3.974  1.345  0.846  0.79
H  -5.731  -2.722  2.520  0.20
C  -5.722  -1.185  0.220  -0.41
O  -2.969  0.780  -0.756  -0.65
C  3.705  0.884  -0.610  0.07
N  -1.623  -0.988  -1.343  -0.61
H  5.496  0.130  -0.726  0.50
H  2.866  -1.496  -1.541  0.24
H  -6.429  -4.183  1.817  0.21
C  -5.819  -2.703  0.363  -0.40
H  -5.256  0.349  -1.222  0.24
O  4.603  -0.108  -1.012  -0.69
H  6.559  0.931  2.672  0.19
H  -7.369  -2.690  1.867  0.20
H  -3.752  -2.143  -1.619  0.38
C  -5.251  -0.742  -1.169  -0.22
H  -5.913  -1.144  -1.941  0.19

(6)
# C16H21FIN4O5

An isolated ion of composition C16H21FIN4O5 and charge +1 (wB97M-V/def2-TZVPD, the OMol25 dataset).

Summary:
HOMO-LUMO gap = 9.612 eV
maximum force = 0.0554 hartree/bohr
highest occupied orbital energy = -0.4898 Eh
structure (SMILES) = CCCCC[C@]1(OC#N)[C@@H](OC#N)O[C@@H](OC#N)[N@+]1(CC(=O)I)[C@H](F)CC
M = 495.3 g/mol
charge = +1

Each line ends with the natural charge from an NBO analysis.
Geometry (Å):
H  5.517  -0.009  -0.575  0.21
H  -2.352  -1.614  -0.973  0.28
H  4.017  0.328  -2.522  0.21
C  3.727  -0.322  -1.706  -0.39
O  -2.205  -0.338  2.458  -0.48
H  4.651  -1.523  -0.152  0.20
H  0.815  -2.630  3.392  0.25
O  -1.849  1.682  1.466  -0.46
H  -1.091  -2.357  2.007  0.24
H  1.078  -0.312  -1.946  0.24
H  -1.176  2.997  0.165  0.22
H  -2.690  -1.842  0.707  0.29
H  0.304  2.423  -1.273  0.27
C  -0.090  -1.225  0.363  0.37
C  0.408  1.469  -0.789  -0.44
C  -0.143  -2.246  1.498  -0.48
C  -1.746  2.084  0.125  0.36
N  -2.886  4.874  -0.967  -0.32
C  4.933  -0.843  -0.943  -0.60
C  -2.968  3.723  -0.794  0.51
C  -2.506  -1.088  -0.044  -0.38
H  -0.350  0.518  1.943  0.20
N  -2.955  0.829  4.477  -0.27
C  -1.025  0.925  -0.647  0.43
N  -1.264  -0.283  0.240  -0.30
I  -4.824  -0.460  -2.092  0.18
H  1.722  1.192  -2.451  0.24
H  0.799  1.639  0.211  0.23
H  5.563  -1.383  -1.636  0.23
N  -1.054  -0.884  -3.440  -0.30
C  0.927  -1.959  2.558  -0.60
C  -3.817  -0.286  -0.193  0.42
C  -1.383  -0.048  -2.697  0.49
H  3.174  1.414  -0.588  0.22
O  -2.984  2.474  -0.471  -0.47
O  -1.680  0.936  -1.896  -0.47
C  -1.370  0.375  1.606  0.55
H  0.827  -0.668  0.493  0.22
H  0.101  -3.206  1.070  0.27
H  3.190  -1.171  -2.118  0.19
H  0.792  -0.954  2.951  0.19
C  -2.600  0.355  3.486  0.49
C  2.750  0.441  -0.802  -0.39
O  -4.312  0.365  0.665  -0.47
C  1.445  0.630  -1.570  -0.45
H  2.619  -0.178  0.083  0.17
H  1.919  -1.988  2.131  0.22
F  0.043  -1.856  -0.809  -0.32

(7)
# C16H21MnN3O3S

C16H21MnN3O3S as an isolated structure (wB97M-V/def2-TZVPD, the OMol25 dataset).

Summary:
HOMO-LUMO gap (alpha / beta) = 7.298 / 3.954 eV
maximum force = 0.2903 hartree/bohr
highest occupied orbital energy (alpha / beta) = -0.8083 / -0.8082 Eh
expectation value of S² = 3.913
relative energy (zero: lowest compared OMol25 entry of this formula, charge and spin) = 6.4838 eV
2S+1 = 4
M = 390.4 g/mol
charge = +4

Each line ends with the natural charge from an NBO analysis.
Geometry (Å):
H  2.042  -3.186  5.137  0.30
C  1.859  -2.901  -1.188  -0.20
C  -2.715  -1.513  2.884  -0.83
H  -3.389  -2.242  2.423  0.30
S  -2.468  -0.200  1.703  1.54
C  -0.019  1.029  2.208  0.49
N  -2.935  0.150  -2.238  -0.02
H  0.180  -1.593  -3.958  0.31
C  -3.387  1.140  2.482  -0.80
C  2.351  -2.335  4.516  -0.75
H  2.548  -0.865  -4.533  0.32
H  3.660  3.664  -2.084  0.33
H  1.649  -3.390  -0.241  0.31
H  -0.239  -2.933  -1.849  0.29
O  0.960  1.421  2.621  -0.40
H  -4.241  1.372  1.838  0.30
C  2.368  2.050  -2.261  0.66
O  -3.198  -0.543  0.430  -0.74
Mn  1.886  -1.120  -1.858  0.85
C  1.238  -1.883  3.703  0.45
H  3.180  -2.649  3.869  0.28
H  -4.340  -2.381  -0.870  0.32
C  1.008  -1.838  -3.303  -0.20
H  2.620  3.677  -3.530  0.33
C  -4.698  -1.617  -1.562  -0.77
H  -2.730  2.012  2.571  0.30
H  -4.964  -2.102  -2.510  0.38
C  -1.032  1.514  -0.689  0.49
H  -3.712  0.811  3.475  0.30
C  0.770  -2.630  -2.108  -0.19
C  2.658  3.428  -2.462  -0.79
H  2.694  -1.526  5.174  0.30
H  -3.146  -1.100  3.800  0.30
H  -5.595  -1.137  -1.159  0.34
H  1.921  4.040  -1.927  0.32
H  -1.724  -1.948  3.086  0.33
C  3.185  -2.349  -1.427  -0.18
C  3.447  -1.640  -2.675  -0.15
N  2.082  0.946  -2.023  -0.57
H  4.438  -1.231  -2.852  0.33
N  0.338  -1.568  3.050  -0.55
C  -3.661  -0.625  -1.765  0.61
H  3.966  -2.477  -0.689  0.33
O  -1.837  2.186  -0.223  -0.46
C  2.368  -1.441  -3.628  -0.11

(8)
# C16H21N3O3

One molecule with the formula C16H21N3O3 (wB97M-V/def2-TZVPD, the OMol25 dataset).

Summary:
HOMO-LUMO gap = 8.624 eV
maximum force = 0.0195 hartree/bohr
highest occupied orbital energy = -0.3130 Eh
relative energy (zero: lowest compared OMol25 entry of this formula, charge and spin) = 2.7123 eV
structure (SMILES) = COCCNC(=O)CN1N=C(c2ccc(C)cc2)CCC1=O
M = 303.4 g/mol

Each line ends with the natural charge from an NBO analysis.
Geometry (Å):
C  0.016  -2.151  -0.019  -0.03
C  -2.559  -4.081  -2.886  -0.63
O  2.960  0.787  3.544  -0.58
H  -1.130  5.293  -1.646  0.17
H  -0.721  1.051  0.848  0.42
C  -2.169  -2.480  -0.997  -0.21
H  -0.612  0.912  3.515  0.22
C  -0.340  4.892  -2.289  -0.25
H  0.115  -4.435  -2.516  0.21
H  0.923  1.757  3.876  0.27
H  2.663  -2.611  0.633  0.23
N  0.378  -0.395  1.482  -0.29
N  1.058  0.302  2.425  -0.28
C  -1.351  -1.858  -0.081  -0.18
H  -3.434  -4.501  -2.392  0.22
C  -0.109  2.487  2.135  0.67
H  -0.482  5.261  -3.303  0.19
C  -1.070  2.931  -0.066  -0.26
C  2.396  0.156  2.679  0.67
H  4.023  -1.138  2.213  0.24
H  -1.092  3.946  0.336  0.23
H  3.348  -0.255  0.838  0.23
H  2.036  -2.622  2.280  0.23
O  -0.391  3.486  -2.373  -0.53
C  0.853  -1.466  0.963  0.24
C  -0.025  2.819  -1.193  -0.06
N  -0.743  2.051  1.028  -0.64
O  0.080  3.652  2.403  -0.61
H  0.081  1.767  -1.479  0.18
H  -2.040  -4.876  -3.415  0.22
H  -3.223  -2.241  -1.023  0.21
H  -2.055  2.672  -0.462  0.20
C  -0.305  -3.712  -1.831  -0.22
C  0.523  -3.092  -0.914  -0.19
H  0.632  5.229  -1.911  0.17
C  -1.660  -3.420  -1.890  0.01
H  -1.762  -1.145  0.617  0.22
H  -2.910  -3.352  -3.616  0.22
C  2.193  -1.994  1.396  -0.46
H  0.944  3.187  -0.823  0.17
C  0.295  1.346  3.084  -0.32
H  1.573  -3.341  -0.918  0.21
C  3.093  -0.814  1.746  -0.49